The following is a DFT calculation (ωB97M-V/def2-TZVPD) of a cluster of 2 separate species, C5H8O2 in total in a non-equilibrium geometry.

XYZ file:
```
15
Properties=species:S:1:pos:R:3
C -1.591 0.773 -0.021
C -0.375 0.247 0.639
C 0.280 -1.115 0.956
O 0.667 -1.861 -0.198
C 1.513 -0.768 0.248
C 0.740 0.521 -0.399
O 0.510 0.209 -1.725
H -2.428 1.103 0.604
H -1.917 0.164 -0.876
H -0.970 1.852 -0.506
H -0.160 0.849 1.539
H 0.122 -1.676 1.874
H 2.557 -1.015 0.435
H 0.331 1.910 -0.578
H 0.558 -0.761 -1.834
```

frontier orbital gap	10.07	eV
ΔE to the lowest compared entry with this formula, charge and spin	144.6	kcal per mole
highest occupied orbital energy	-9.330	eV

From a natural (NBO) analysis of the wavefunction, the atomic charges in e read: -0.5468, -0.3420, 0.0650, -0.5060, 0.0054, 0.1656, -0.7321, 0.2152, 0.2263, 0.1578, 0.2161, 0.2051, 0.2158, 0.1692, 0.4854

***

The following is a DFT calculation (ωB97M-V/def2-TZVPD) of an isolated molecule of CH2N4S in a non-equilibrium geometry.

XYZ file:
```
8
Properties=species:S:1:pos:R:3
S 0.068 0.396 1.802
C 0.090 0.489 -0.031
N 0.686 -0.731 -0.527
N -0.233 -1.328 -1.206
N -1.359 -0.578 -1.222
N -1.267 0.507 -0.595
H 1.296 -0.081 2.137
H 0.720 1.327 -0.358
```

frontier orbital gap	8.72	eV
ΔE to the lowest compared entry with this formula, charge and spin	48.3	kcal per mole
highest occupied orbital energy	-10.350	eV

From a natural (NBO) analysis of the wavefunction, the atomic charges in e read: 0.0253, -0.1844, -0.1076, -0.0342, -0.0210, -0.1048, 0.1603, 0.2663

***

The following is a DFT calculation (ωB97M-V/def2-TZVPD) of a cluster of 2 separate species, C3H2NOS2 in total in a non-equilibrium geometry.

XYZ file:
```
9
Properties=species:S:1:pos:R:3
C 0.302 1.145 -0.056
C -1.635 -1.127 -0.227
C 1.128 -0.004 0.290
N -1.552 -0.144 -0.880
O -1.788 -2.169 0.281
S -0.411 2.427 0.668
S 1.367 0.608 -1.401
H 1.949 0.297 0.935
H 0.641 -1.033 0.389
```

charge	-1
frontier orbital gap	7.36	eV
ΔE to the lowest compared entry with this formula, charge and spin	62.5	kcal per mole
highest occupied orbital energy	-4.147	eV

From a natural (NBO) analysis of the wavefunction, the atomic charges in e read: -0.1445, 0.6287, -0.5714, -0.7650, -0.6972, -0.0611, 0.1351, 0.2138, 0.2617

***

The following is a DFT calculation (ωB97M-V/def2-TZVPD) of a cluster of 16 separate species, C84H213N13O32 in total in a non-equilibrium geometry.

XYZ file:
```
342
Properties=species:S:1:pos:R:3
C 0.122 -4.505 -5.705
O -1.223 -4.795 -5.345
C -1.979 -3.711 -4.760
C -3.380 -4.156 -4.420
N -4.235 -4.474 -5.620
C -3.967 -5.726 -6.306
C -5.196 -6.221 -7.086
O -6.191 -6.641 -6.110
C -7.276 -7.396 -6.616
H 0.737 -5.404 -5.753
H 0.571 -3.989 -4.857
H 0.228 -3.983 -6.656
H -1.839 -2.785 -5.317
H -1.516 -3.523 -3.791
H -3.929 -3.323 -3.979
H -3.346 -5.030 -3.770
H -5.179 -4.478 -5.261
H -3.635 -6.448 -5.560
H -3.183 -5.575 -7.048
H -4.817 -7.050 -7.682
H -5.556 -5.438 -7.753
H -7.712 -6.954 -7.512
H -8.043 -7.431 -5.843
H -7.073 -8.427 -6.905
C -1.602 2.249 1.775
O -2.151 3.587 1.629
C -3.528 3.671 2.050
C -4.106 5.144 2.156
N -3.472 5.909 1.096
C -3.951 5.482 -0.219
C -5.323 6.120 -0.559
O -5.891 5.519 -1.730
C -7.098 6.091 -2.212
H -1.742 1.826 2.770
H -0.660 2.193 1.229
H -2.194 1.641 1.092
H -3.463 3.232 3.046
H -4.100 3.015 1.394
H -3.974 5.559 3.155
H -5.190 5.123 2.039
H -2.487 5.686 1.100
H -4.106 4.409 -0.327
H -3.181 5.650 -0.972
H -5.122 7.155 -0.834
H -5.984 6.103 0.307
H -7.966 5.921 -1.575
H -7.328 5.544 -3.126
H -7.118 7.176 -2.321
C -6.045 1.831 -0.409
O -5.000 1.151 0.272
C -5.585 0.326 1.291
C -4.633 -0.748 1.947
N -5.208 -1.506 3.070
C -4.229 -2.480 3.560
C -5.005 -3.493 4.379
O -4.135 -4.335 5.109
C -4.599 -5.159 6.139
H -6.665 1.142 -0.982
H -5.376 2.448 -1.009
H -6.690 2.458 0.206
H -6.442 -0.192 0.860
H -6.074 0.933 2.052
H -3.781 -0.125 2.220
H -4.391 -1.499 1.195
H -5.363 -0.789 3.763
H -3.478 -1.917 4.113
H -3.735 -2.962 2.717
H -5.584 -4.134 3.714
H -5.651 -3.061 5.143
H -3.878 -5.966 6.277
H -5.595 -5.529 5.894
H -4.678 -4.669 7.109
C -2.622 0.481 5.772
O -1.375 -0.093 5.747
C -0.349 0.981 5.667
C 1.063 0.236 5.686
N 1.235 -0.472 6.956
C 2.565 -1.092 7.132
C 2.608 -2.042 8.394
O 2.197 -1.305 9.530
C 2.308 -1.959 10.779
H -3.425 -0.230 5.577
H -2.819 1.160 4.942
H -2.810 1.001 6.712
H -0.330 1.697 6.488
H -0.445 1.526 4.728
H 1.804 1.018 5.523
H 1.067 -0.408 4.807
H 1.141 0.185 7.718
H 3.308 -0.308 7.280
H 2.720 -1.778 6.300
H 3.599 -2.485 8.487
H 2.009 -2.921 8.158
H 2.163 -1.273 11.613
H 3.216 -2.464 11.110
H 1.503 -2.692 10.828
C -4.187 -0.456 -2.883
O -4.749 -0.032 -4.127
C -5.508 1.136 -4.149
C -5.397 1.679 -5.596
N -5.822 0.642 -6.590
C -7.242 0.251 -6.577
C -7.591 -0.889 -7.553
O -7.796 -0.400 -8.840
C -8.134 -1.417 -9.796
H -4.857 -0.739 -2.071
H -3.549 0.365 -2.556
H -3.527 -1.303 -3.070
H -5.233 1.900 -3.421
H -6.564 0.910 -3.998
H -4.369 1.942 -5.849
H -6.089 2.512 -5.714
H -5.369 -0.196 -6.254
H -7.829 1.109 -6.902
H -7.605 -0.208 -5.657
H -8.574 -1.269 -7.274
H -6.934 -1.759 -7.550
H -7.377 -2.163 -10.035
H -8.551 -0.960 -10.694
H -9.019 -2.001 -9.542
C -2.310 4.914 7.980
O -1.134 4.284 7.467
C -0.626 5.047 6.333
C -1.418 4.893 5.041
N -0.642 5.138 3.854
C -0.034 6.436 3.679
C 0.503 6.570 2.258
O -0.623 6.570 1.322
C -0.258 6.080 0.058
H -3.104 4.594 7.304
H -2.325 6.003 8.021
H -2.589 4.590 8.983
H 0.354 4.570 6.300
H -0.401 6.093 6.540
H -2.413 5.337 5.063
H -1.697 3.839 5.029
H -1.210 4.867 3.064
H 0.814 6.555 4.354
H -0.774 7.214 3.862
H 1.156 5.718 2.069
H 1.091 7.480 2.143
H 0.705 6.459 -0.284
H -0.971 6.442 -0.683
H -0.208 4.991 0.088
C -1.243 3.186 -1.690
O -0.070 2.479 -1.222
C 1.098 2.805 -1.915
C 2.131 1.820 -1.399
N 3.527 2.030 -1.811
C 3.648 2.110 -3.257
C 5.055 1.782 -3.682
O 5.261 0.401 -3.367
C 6.280 -0.232 -4.189
H -1.120 4.269 -1.735
H -2.152 3.027 -1.110
H -1.521 2.794 -2.668
H 1.343 3.847 -1.708
H 0.988 2.650 -2.988
H 1.793 0.828 -1.701
H 2.124 1.879 -0.311
H 4.119 1.241 -1.594
H 3.309 3.078 -3.625
H 3.017 1.312 -3.648
H 5.789 2.399 -3.165
H 5.206 1.945 -4.749
H 5.958 -0.245 -5.230
H 6.434 -1.257 -3.850
H 7.256 0.250 -4.246
C 3.359 4.982 -0.136
O 3.622 5.832 0.965
C 4.839 6.536 0.758
C 4.912 7.686 1.813
N 4.863 7.165 3.195
C 4.708 8.326 4.137
C 4.518 7.704 5.524
O 3.141 7.423 5.682
C 2.913 6.754 6.926
H 2.383 4.535 0.051
H 4.225 4.374 -0.398
H 3.210 5.594 -1.025
H 4.914 7.040 -0.206
H 5.652 5.810 0.779
H 4.085 8.374 1.636
H 5.768 8.342 1.657
H 3.995 6.660 3.309
H 3.884 8.968 3.822
H 5.525 9.047 4.098
H 4.752 8.506 6.225
H 5.098 6.813 5.762
H 1.832 6.847 7.032
H 3.351 7.315 7.752
H 3.201 5.704 6.968
C 4.479 0.308 -7.859
O 3.541 1.180 -7.214
C 2.983 2.192 -8.092
C 2.202 3.218 -7.276
N 0.931 2.786 -6.830
C -0.094 2.467 -7.850
C -1.328 1.939 -7.143
O -0.913 0.853 -6.270
C -1.879 0.485 -5.332
H 4.085 -0.460 -8.524
H 5.061 -0.309 -7.175
H 5.209 0.893 -8.418
H 2.414 1.818 -8.944
H 3.820 2.674 -8.597
H 2.036 4.073 -7.932
H 2.860 3.541 -6.469
H 1.024 1.970 -6.243
H 0.213 1.674 -8.532
H -0.289 3.385 -8.404
H -2.147 1.607 -7.781
H -1.719 2.759 -6.541
H -2.851 0.262 -5.773
H -1.903 1.226 -4.533
H -1.409 -0.376 -4.858
C 7.626 -1.832 -0.218
O 7.596 -0.516 0.273
C 6.863 0.461 -0.467
C 7.179 1.831 0.124
N 8.607 2.106 -0.043
C 9.063 3.254 0.754
C 9.417 2.704 2.214
O 10.334 1.562 2.172
C 11.725 1.956 1.993
H 6.630 -2.118 -0.556
H 7.882 -2.634 0.474
H 8.141 -1.908 -1.176
H 5.794 0.252 -0.503
H 7.255 0.467 -1.484
H 6.930 1.885 1.183
H 6.581 2.516 -0.478
H 9.093 1.271 0.252
H 8.344 4.070 0.834
H 9.994 3.628 0.329
H 8.497 2.323 2.658
H 9.724 3.559 2.815
H 11.913 2.674 1.195
H 12.461 1.178 1.788
H 12.080 2.354 2.944
C 1.749 -1.001 -5.459
O 2.151 -2.285 -4.937
C 3.419 -2.291 -4.382
C 3.307 -2.077 -2.832
N 2.991 -3.328 -2.103
C 2.870 -3.159 -0.680
C 3.168 -4.391 0.278
O 4.489 -4.324 0.848
C 5.431 -4.758 -0.096
H 0.786 -1.159 -5.944
H 2.443 -0.777 -6.269
H 1.693 -0.159 -4.770
H 4.084 -1.559 -4.841
H 3.840 -3.246 -4.696
H 2.529 -1.337 -2.639
H 4.237 -1.620 -2.494
H 2.208 -3.757 -2.574
H 1.942 -2.675 -0.376
H 3.587 -2.410 -0.346
H 2.934 -5.356 -0.172
H 2.461 -4.216 1.089
H 5.172 -5.737 -0.502
H 6.375 -4.838 0.442
H 5.507 -4.066 -0.935
C 4.502 -4.723 6.183
O 4.814 -3.477 5.547
C 4.161 -3.453 4.249
C 4.546 -2.227 3.352
N 3.842 -0.973 3.769
C 4.478 0.153 3.038
C 3.815 1.472 3.410
O 2.683 1.847 2.579
C 2.050 3.058 2.892
H 3.449 -4.883 6.414
H 4.964 -4.777 7.169
H 4.770 -5.624 5.630
H 3.099 -3.628 4.426
H 4.437 -4.307 3.630
H 4.305 -2.447 2.312
H 5.610 -2.114 3.555
H 2.923 -1.056 3.360
H 4.575 0.068 1.955
H 5.508 0.235 3.385
H 4.583 2.139 3.020
H 3.580 1.556 4.471
H 1.082 3.010 2.394
H 2.630 3.934 2.600
H 1.760 3.091 3.942
C 0.185 -11.467 -2.140
O -0.472 -10.279 -2.584
C -0.329 -9.163 -1.676
C -1.133 -7.963 -2.324
N -0.895 -6.768 -1.532
C -1.525 -6.716 -0.266
C -2.047 -5.290 -0.051
O -3.007 -4.958 -1.089
C -3.641 -3.740 -0.963
H 1.091 -11.294 -1.559
H 0.474 -11.965 -3.066
H -0.489 -12.093 -1.555
H 0.732 -8.929 -1.589
H -0.707 -9.448 -0.694
H -2.163 -8.317 -2.275
H -0.923 -7.804 -3.381
H -1.339 -6.053 -2.090
H -0.841 -7.084 0.498
H -2.389 -7.377 -0.193
H -1.267 -4.543 -0.199
H -2.596 -5.124 0.876
H -3.048 -2.899 -1.322
H -4.046 -3.467 0.012
H -4.483 -3.684 -1.653
C -7.444 -3.080 0.397
C -8.097 -4.412 -0.221
O -8.461 -5.242 0.837
O -6.323 -3.460 1.233
H -8.257 -2.621 0.960
H -7.236 -2.374 -0.407
H -7.371 -5.012 -0.770
H -8.944 -4.189 -0.869
H -7.701 -5.448 1.387
H -6.066 -2.794 1.875
C 0.109 -3.675 5.545
C -0.721 -3.432 4.310
O -0.686 -2.084 3.933
O -0.303 -2.887 6.666
H 1.166 -3.493 5.349
H -0.011 -4.729 5.796
H -1.758 -3.742 4.441
H -0.504 -3.977 3.391
H -0.971 -1.588 4.704
H 0.198 -2.069 6.685
C 0.697 -0.403 1.319
C -0.397 -1.017 0.389
O -1.565 -1.404 1.200
O 1.380 -1.439 2.005
H 0.231 0.324 1.985
H 1.417 0.146 0.713
H -0.037 -1.976 0.018
H -0.753 -0.438 -0.464
H -1.214 -1.989 1.875
H 0.748 -1.731 2.667
```

frontier orbital gap	8.75	eV
ΔE to the lowest compared entry with this formula, charge and spin	0.0	kcal per mole
highest occupied orbital energy	-8.325	eV

Löwdin atomic charge list, values in e, 99 entries: -0.0966, -0.2069, -0.1964, -0.1732, -0.0547, -0.2210, -0.1881, -0.1953, -0.1259, 0.0860, 0.0625, 0.0899, 0.1137, 0.1106, 0.0959, 0.1112, 0.0913, 0.1170, 0.1117, 0.1155, 0.1179, 0.0792, 0.0842, 0.0796, -0.0639, -0.2434, -0.1662, -0.1499, -0.0341, -0.1952, -0.1894, -0.2012, -0.1161, 0.0775, 0.0696, 0.0794, 0.1020, 0.0917, 0.0986, 0.1038, 0.0499, 0.0883, 0.1094, 0.1188, 0.1121, 0.0765, 0.0853, 0.0834, -0.1077, -0.2182, -0.1916, -0.1752, -0.0723, -0.1824, -0.1927, -0.2131, -0.1092, 0.0862, 0.0776, 0.0930, 0.0992, 0.1169, 0.1048, 0.0976, 0.1132, 0.1049, 0.1214, 0.1189, 0.1281, 0.0893, 0.0856, 0.0831, -0.1333, -0.1968, -0.1066, -0.1620, -0.0642, -0.1495, -0.2037, -0.1751, -0.1169, 0.0776, 0.0705, 0.0999, 0.1147, 0.0995, 0.0946, 0.1004, 0.1184, 0.1215, 0.0942, 0.1143, 0.1075, 0.0817, 0.0820, 0.0859, -0.0677, -0.2108, -0.2278

***

highest occupied orbital energy of number 2 (CH2N4S)?
-10.350 eV